11
Properties=species:S:1:pos:R:3:forces:R:3:lowdin_charge:R:1 method="wB97M-V/def2-TZVPD" e_above_lowest_kcal_mol=11.7 homo_energy_ev=-15.613 total_charge=+1 largest_force_ha_per_bohr=0.0760 gap_ev=11.260 e_lumo_ev=-4.35
C -1.6593 -0.2392 -1.5289 3.5 -0.1 -1.7 0.1032
N -1.4368 -0.8369 -0.4547 0.7 0.5 0.5 0.1542
O 0.5856 0.3266 0.3432 -0.7 -0.4 -0.7 -0.4652
P 1.6919 0.6682 1.2440 1.2 1.9 1.5 0.3592
Cl 3.2483 -0.6040 1.1358 -0.7 0.5 0.4 0.3462
H -2.5443 -0.4527 -1.9946 -2.2 0.2 -1.6 0.0822
H -0.7242 0.1626 -2.0750 -2.0 0.2 1.0 0.1622
H -2.1787 -1.4368 -0.1230 0.1 0.0 0.8 0.1518
H 1.2213 0.9554 2.6382 0.9 -0.9 -1.5 0.0514
H -0.4651 -0.4775 -0.0495 -0.6 -1.0 0.8 0.0370
H 2.2611 1.9343 0.8645 -0.1 -0.9 0.3 0.0179

=====

17
Properties=species:S:1:pos:R:3:forces:R:3:lowdin_charge:R:1 method="wB97M-V/def2-TZVPD" e_above_lowest_kcal_mol=69.3 homo_energy_ev=-9.072 largest_force_ha_per_bohr=0.0080 gap_ev=9.688 e_lumo_ev=0.62
C 2.5670 -0.2976 0.5660 0.2 -0.1 0.0 -0.0735
O 1.3827 0.4794 0.6212 -0.1 0.1 0.0 -0.1291
C 0.2329 -0.2104 0.4889 -0.3 0.0 0.0 -0.1382
C -0.9346 0.3653 0.1577 0.1 0.0 0.1 -0.2503
C -2.2245 -0.4043 0.1166 -0.1 -0.1 0.0 -0.0565
C -0.9829 1.8040 -0.1565 -0.2 0.1 -0.1 -0.2249
O -2.0105 2.3853 -0.4459 0.3 -0.2 0.1 0.0391
H 2.5111 -1.1498 1.2551 0.0 0.1 -0.1 0.0920
H 3.3847 0.3582 0.8667 -0.1 -0.1 0.0 0.0939
H 2.7462 -0.6636 -0.4516 0.0 0.0 0.1 0.0900
H 0.2983 -1.2808 0.7050 0.0 0.1 -0.1 0.1356
H -2.8131 -0.1096 -0.7566 0.1 0.0 0.1 0.0811
H -2.0494 -1.4841 0.0753 0.0 0.2 0.0 0.0773
H -2.8379 -0.1905 0.9991 0.1 0.0 -0.1 0.0867
H -0.0159 2.3403 -0.1257 -0.1 0.0 0.0 0.1261
H 0.6437 -1.1816 -2.8884 0.0 0.0 0.1 0.0362
H 0.3187 -0.8964 -2.2820 0.0 0.0 -0.1 0.0146

=====

16
Properties=species:S:1:pos:R:3:forces:R:3:lowdin_charge:R:1 method="wB97M-V/def2-TZVPD" e_above_lowest_kcal_mol=129.1 homo_energy_ev=-9.270 largest_force_ha_per_bohr=0.1152 gap_ev=9.992 e_lumo_ev=0.72
C 1.9107 -1.9999 0.3239 1.2 -2.0 1.7 -0.0017
C 1.1895 -1.2924 -0.5012 -0.8 2.8 -1.1 -0.1296
N 0.3498 -0.1361 -0.1067 1.5 -3.0 3.3 -0.1172
N -0.1738 -0.1912 1.2151 2.1 1.2 3.1 0.0198
C -0.4852 0.3711 -0.9990 -4.3 -3.3 -2.4 -0.4641
O -0.6463 -0.2194 -2.1142 1.2 2.6 1.7 -0.0077
N -1.7195 1.1002 -0.5731 3.4 1.7 -2.1 -0.0092
N -1.6157 2.4539 -0.0042 -2.1 -1.3 4.7 -0.0565
H 1.8530 -1.7438 1.4023 0.0 -0.4 -0.7 0.0484
H 2.5502 -2.9423 0.0962 -1.3 2.1 0.0 0.0965
H 1.1817 -1.2207 -1.5662 0.3 -1.0 -0.6 0.0948
H -0.6110 -1.0697 1.6720 1.1 1.3 -2.3 0.1390
H 0.6544 0.0799 1.8566 -2.0 -0.6 -1.2 0.1142
H -1.9030 1.1519 -1.6177 -1.5 1.0 1.5 0.1222
H -1.5641 2.5021 1.1396 -0.5 -1.2 -3.9 0.1331
H -0.9707 3.1562 -0.2234 1.7 0.3 -1.7 0.0179

=====

65
Properties=species:S:1:pos:R:3:forces:R:3:lowdin_charge:R:1 method="wB97M-V/def2-TZVPD" e_above_lowest_kcal_mol=122.7 homo_energy_ev=-8.594 largest_force_ha_per_bohr=0.1791 gap_ev=7.881 e_lumo_ev=-0.71
N -2.8165 -16.5338 12.2315 4.0 -4.7 -1.0 0.1520
C -4.0547 -16.4075 12.4092 -7.3 -5.5 1.2 -0.6051
N -4.4370 -15.1861 12.2820 -3.8 6.3 -1.7 0.1415
O -4.9265 -17.4442 12.7125 5.1 5.0 -2.0 -0.0771
H -2.6000 -17.5235 11.9602 0.5 0.8 0.1 0.0802
H -2.2004 -15.8600 11.8940 0.7 1.5 -0.7 0.1278
H -5.4528 -14.9530 12.2333 1.2 -0.7 0.4 0.1672
H -3.9052 -14.4568 11.7216 -0.6 -1.7 1.0 0.1722
N -2.0848 -18.9945 11.4468 1.4 0.2 3.1 0.1326
C -1.8260 -19.1916 10.1797 -4.2 -3.4 -6.9 -0.5955
N -0.6469 -18.7144 9.8284 4.5 2.0 -3.2 0.1120
O -2.6188 -19.8057 9.2327 3.9 3.2 5.4 -0.0670
H -2.9658 -19.3675 11.7406 -0.9 -0.8 0.8 0.0692
H -1.2217 -18.8993 12.0955 -2.4 -0.7 -1.3 0.1822
H -0.3152 -18.7274 8.8192 -1.3 -0.4 1.8 0.1673
H -0.1189 -17.9534 10.2990 -1.1 -1.0 0.1 0.1385
N -2.0545 -16.0908 14.7814 1.1 -2.4 -1.3 0.1604
C -2.4027 -14.9868 15.3821 2.5 -1.2 8.6 -0.6438
N -3.1582 -14.2102 14.6996 -3.3 4.4 -1.4 0.1541
O -2.0799 -14.8259 16.7514 -1.7 -0.1 -7.0 -0.1527
H -1.4483 -16.7040 15.2726 0.5 -0.6 0.7 0.0818
H -2.2930 -16.3595 13.8159 0.4 0.6 1.3 0.0461
H -3.5328 -13.4495 15.2937 0.2 -0.6 -0.9 0.1416
H -3.6315 -14.4173 13.7751 1.0 0.2 2.1 0.0816
N -6.5649 -17.5866 14.6997 -4.2 -1.3 -3.3 0.1537
C -6.1575 -17.4430 15.9044 -5.0 -1.3 6.5 -0.6408
N -4.9130 -17.0638 16.0234 4.3 1.8 1.2 0.1510
O -7.0106 -17.7137 17.0047 4.5 1.4 -5.2 -0.1736
H -7.5677 -17.8674 14.5758 1.7 0.5 0.4 0.1358
H -5.9900 -17.5931 13.8544 0.1 0.3 0.4 0.0269
H -4.5956 -16.8415 16.9832 -0.2 -0.2 -1.0 0.1472
H -4.2689 -16.6983 15.2441 -1.8 -1.0 1.7 0.1187
C -2.5997 -20.9203 14.2254 -0.5 -0.6 -0.1 -0.0611
C -3.5772 -19.7813 14.5367 1.6 -0.3 0.6 -0.2971
O -3.6027 -19.6911 15.9613 -0.1 0.2 0.1 -0.0914
H -2.8802 -21.7910 14.8566 0.1 0.4 -0.5 0.0988
H -1.5660 -20.6619 14.4892 -0.3 0.1 -0.1 0.0564
H -2.6389 -21.2137 13.1595 0.0 0.1 0.5 0.0576
H -4.5671 -19.9524 14.2127 -0.9 -0.3 -0.8 0.0856
H -3.1942 -18.8593 14.0659 -0.3 0.0 0.2 0.0858
H -4.3528 -19.1315 16.2238 0.4 0.0 0.0 0.0732
C 0.0099 -21.5231 11.5331 -1.8 1.5 -1.2 -0.1781
O 0.9277 -21.0933 10.5556 -0.5 2.1 -0.7 -0.1322
H -1.0011 -21.7300 11.1025 0.6 -0.1 0.1 0.0844
H -0.1920 -20.7637 12.2871 0.4 0.0 0.4 0.0494
H 0.3854 -22.3844 11.9628 0.7 -1.7 1.0 0.0605
H 0.5865 -20.1899 10.2423 0.8 -2.1 0.5 0.0576
C -7.8547 -20.3285 13.4370 2.9 -2.4 0.4 -0.1261
O -7.2505 -19.7851 12.2791 -0.1 0.7 -0.1 -0.1276
H -7.7479 -21.4465 13.3073 -0.4 0.9 0.8 0.1075
H -8.8427 -20.0696 13.5753 -2.3 0.7 0.1 0.0541
H -7.2721 -20.0158 14.3247 -0.3 -0.2 -0.6 0.0814
H -7.6932 -20.2037 11.5413 -0.1 0.1 -0.4 0.0945
C -4.7309 -21.4754 10.9272 1.3 -0.1 -0.9 -0.1429
O -4.6556 -20.2700 11.6562 0.9 -0.3 0.1 -0.1715
H -5.4853 -22.1185 11.3588 0.0 -0.5 0.1 0.0748
H -3.7131 -21.9664 10.8485 -1.2 0.4 0.4 0.0922
H -4.9963 -21.2366 9.8990 -0.1 -0.2 -0.2 0.0739
H -5.5373 -20.1535 12.0103 -0.5 0.8 0.3 0.0165
C -0.5306 -19.8058 16.9932 0.0 0.9 0.2 -0.1225
O -1.0268 -18.7683 16.1260 2.6 0.2 0.2 -0.1470
H -1.3055 -19.9609 17.7056 -0.6 -0.5 0.9 0.0672
H 0.3733 -19.5157 17.5769 -0.5 0.1 -0.9 0.0940
H -0.3815 -20.7398 16.4658 0.3 -0.2 -0.2 0.0654
H -1.9103 -19.0220 15.9368 -1.7 -0.3 0.1 -0.0194

=====

Copy entry 1 word for word.
11
Properties=species:S:1:pos:R:3:forces:R:3:lowdin_charge:R:1 method="wB97M-V/def2-TZVPD" e_above_lowest_kcal_mol=11.7 homo_energy_ev=-15.613 total_charge=+1 largest_force_ha_per_bohr=0.0760 gap_ev=11.260 e_lumo_ev=-4.35
C -1.6593 -0.2392 -1.5289 3.5 -0.1 -1.7 0.1032
N -1.4368 -0.8369 -0.4547 0.7 0.5 0.5 0.1542
O 0.5856 0.3266 0.3432 -0.7 -0.4 -0.7 -0.4652
P 1.6919 0.6682 1.2440 1.2 1.9 1.5 0.3592
Cl 3.2483 -0.6040 1.1358 -0.7 0.5 0.4 0.3462
H -2.5443 -0.4527 -1.9946 -2.2 0.2 -1.6 0.0822
H -0.7242 0.1626 -2.0750 -2.0 0.2 1.0 0.1622
H -2.1787 -1.4368 -0.1230 0.1 0.0 0.8 0.1518
H 1.2213 0.9554 2.6382 0.9 -0.9 -1.5 0.0514
H -0.4651 -0.4775 -0.0495 -0.6 -1.0 0.8 0.0370
H 2.2611 1.9343 0.8645 -0.1 -0.9 0.3 0.0179